[1]
{"formula": "C3H2O", "method": "wB97M-V/def2-TZVPD", "species": ["O", "C", "C", "C", "H", "H"], "coordinates": [[1.3975, -0.0786, 0.1321], [-2.1493, -0.6935, 0.2649], [-0.9990, -0.1249, 0.1051], [0.1265, 0.4755, -0.2270], [1.3334, -1.0334, 0.5709], [0.2908, 1.4549, -0.8460]], "nbo_charge": [-0.666, 0.170, -0.574, 0.330, 0.511, 0.229], "homo_energy_ha": -0.3806, "energy_ev": -5185.6729, "relative_energy_kj_mol": 242.97, "lumo_ev": -1.354}

[2]
{"formula": "C38H62MgO26S4", "method": "wB97M-V/def2-TZVPD", "species": ["S", "S", "S", "S", "Mg", "O", "O", "O", "O", "O", "O", "O", "O", "O", "O", "O", "O", "O", "O", "O", "O", "O", "O", "O", "O", "O", "O", "O", "O", "O", "O", "C", "C", "C", "C", "C", "C", "C", "C", "C", "C", "C", "C", "C", "C", "C", "C", "C", "C", "C", "C", "C", "C", "C", "C", "C", "C", "C", "C", "C", "C", "C", "C", "C", "C", "C", "C", "C", "C", "H", "H", "H", "H", "H", "H", "H", "H", "H", "H", "H", "H", "H", "H", "H", "H", "H", "H", "H", "H", "H", "H", "H", "H", "H", "H", "H", "H", "H", "H", "H", "H", "H", "H", "H", "H", "H", "H", "H", "H", "H", "H", "H", "H", "H", "H", "H", "H", "H", "H", "H", "H", "H", "H", "H", "H", "H", "H", "H", "H", "H", "H"], "coordinates": [[-20.1779, 2.4001, 12.2583], [-24.3065, 5.1527, 11.4029], [-20.3539, 3.5614, 16.3955], [-17.0296, 5.2724, 11.4360], [-22.4971, 4.2067, 13.9834], [-24.6678, 12.6448, 13.5957], [-18.5789, 14.3840, 13.8824], [-22.7602, 10.0072, 16.6282], [-21.3494, 4.2324, 15.4940], [-16.6219, 15.5531, 13.7831], [-16.6259, 13.3350, 13.6257], [-23.0702, 15.5165, 16.6169], [-24.6864, 9.7831, 21.6867], [-19.8874, 5.4566, 20.1809], [-21.1204, 14.4052, 16.6350], [-22.7062, 13.8380, 18.0845], [-23.8434, 8.0849, 20.4403], [-23.6836, 5.8697, 14.7158], [-18.6242, 7.1868, 19.4942], [-22.3771, 11.2950, 10.1610], [-20.8245, 11.9294, 11.5737], [-26.5568, 12.3461, 14.7718], [-21.1598, 3.1171, 13.1464], [-21.2384, 5.9679, 13.3825], [-26.5593, 11.8282, 12.6254], [-23.4040, 4.3931, 12.3140], [-20.7310, 7.5180, 20.0080], [-20.3758, 10.1647, 15.1817], [-20.2310, 11.5172, 9.4509], [-25.5509, 9.2990, 19.6623], [-17.0204, 6.3772, 10.4118], [-21.0742, 3.3009, 18.0398], [-20.0698, 3.1590, 10.6326], [-22.5078, 9.1948, 15.7521], [-15.2716, 5.1887, 11.8872], [-17.2300, 14.5333, 13.7825], [-23.6888, 6.2785, 18.8192], [-25.6698, 12.8057, 15.7949], [-21.8551, 11.3478, 12.3582], [-18.7794, 8.5905, 19.3555], [-20.9301, 0.8524, 11.6993], [-23.0668, 11.3981, 11.4131], [-21.0799, 9.1723, 15.0692], [-22.3372, 14.6965, 17.0635], [-20.6700, 7.9755, 14.3216], [-18.8562, 12.9677, 14.0041], [-21.5433, 6.9402, 14.1820], [-24.3490, 12.9270, 14.9798], [-20.6729, 13.1540, 17.2278], [-17.2023, 11.0190, 13.9530], [-20.2559, 8.7948, 19.5431], [-21.6855, 12.8817, 18.2932], [-24.7195, 9.1711, 20.6793], [-23.2967, 7.9970, 15.5727], [-23.8979, 7.7873, 19.0475], [-19.1869, 4.8037, 16.9272], [-25.4881, 11.8178, 16.9382], [-17.6164, 12.3574, 13.3736], [-22.9032, 6.8717, 14.8873], [-21.0661, 11.5767, 10.2878], [-19.2541, 13.3238, 17.8173], [-25.2423, 8.3527, 18.6623], [-19.7601, 6.6226, 19.9227], [-25.8822, 5.1639, 12.3393], [-18.3642, 9.0519, 17.9356], [-25.9686, 12.2361, 13.5729], [-23.9881, 10.1886, 11.4462], [-24.7823, 3.9877, 10.1329], [-17.6849, 5.9857, 12.9964], [-19.7542, 5.6854, 17.2511], [-23.0989, 8.3305, 18.5318], [-23.8371, 5.9097, 17.8066], [-17.1875, 5.4888, 13.8310], [-17.4666, 7.0490, 13.0778], [-23.8826, 3.3879, 9.9850], [-20.9096, 9.0749, 18.7098], [-26.7253, 5.4557, 11.7158], [-22.0791, 11.8785, 13.2819], [-23.5161, 9.2339, 11.2113], [-18.1936, 9.1904, 20.0532], [-17.1000, 11.0418, 15.0385], [-18.5545, 13.7225, 17.0870], [-18.7571, 5.7862, 12.9691], [-20.5037, 9.6075, 20.2326], [-26.3333, 11.8183, 17.6294], [-21.6715, 10.2995, 12.6097], [-21.8040, 4.0569, 18.3199], [-26.0603, 13.7632, 16.1308], [-23.6907, 12.1460, 15.3587], [-17.9508, 10.2771, 13.6724], [-20.2877, 3.0415, 18.7454], [-25.2343, 10.7904, 16.6841], [-22.0536, 11.8631, 18.1266], [-25.2030, 8.8115, 17.6746], [-24.4589, 5.8486, 19.4673], [-21.6600, 2.3734, 18.0428], [-16.2419, 10.7423, 13.5161], [-18.9881, 8.4325, 17.2908], [-26.0189, 4.1732, 12.7800], [-24.6644, 12.1457, 17.5793], [-14.6147, 4.6616, 11.2025], [-18.6382, 5.1763, 16.0630], [-25.5385, 3.2687, 10.4505], [-14.9340, 6.2312, 11.8632], [-26.0026, 7.5744, 18.5440], [-20.4721, 0.5674, 10.7481], [-19.1476, 2.9432, 10.0917], [-18.5976, 10.1049, 17.8125], [-24.7950, 10.3024, 10.7263], [-19.8524, 4.1964, 10.9164], [-24.3166, 7.9196, 15.9344], [-18.9027, 12.8245, 15.0856], [-23.5670, 12.3688, 11.4507], [-17.2958, 8.8676, 17.8401], [-23.9847, 13.9449, 15.0737], [-17.8247, 12.1626, 12.3163], [-18.5852, 4.6009, 17.8104], [-15.0872, 4.9796, 12.9435], [-25.0893, 4.4925, 9.2206], [-19.6963, 7.9944, 13.8627], [-24.2875, 10.1144, 12.4984], [-22.0125, 0.8876, 11.5885], [-25.8400, 5.7935, 13.2293], [-20.6060, 12.4314, 16.4158], [-19.3264, 14.0911, 18.5933], [-21.3357, 12.9747, 19.3235], [-20.6722, -0.0363, 12.2796], [-19.7878, 12.7086, 13.5185], [-18.9745, 12.4014, 18.3196], [-22.7075, 6.0446, 19.2280], [-20.9470, 3.0948, 9.9958]], "lowdin_charge": [0.946, 0.960, 0.952, 0.806, 0.651, 0.043, 0.066, 0.015, -0.552, 0.161, 0.094, 0.154, 0.177, 0.132, 0.107, 0.049, 0.058, -0.106, 0.096, 0.073, 0.051, 0.089, -0.573, -0.115, 0.152, -0.585, 0.081, 0.014, 0.172, 0.099, -0.554, -0.225, -0.239, -0.324, -0.265, -0.560, 0.003, -0.264, -0.098, -0.305, -0.241, -0.292, -0.349, -0.569, 0.014, -0.067, -0.350, -0.055, -0.288, -0.018, -0.075, -0.121, -0.537, 0.010, -0.340, -0.226, -0.016, -0.325, -0.353, -0.562, -0.003, -0.103, -0.590, -0.212, 0.007, -0.568, -0.013, -0.239, -0.237, 0.060, 0.120, 0.078, 0.040, 0.059, 0.047, 0.124, 0.063, 0.124, 0.084, 0.154, 0.082, 0.079, 0.019, 0.143, 0.089, 0.128, 0.049, 0.156, 0.115, 0.074, 0.064, 0.065, 0.114, 0.099, 0.093, 0.054, 0.085, 0.082, 0.064, 0.080, 0.049, 0.049, 0.063, 0.057, 0.140, 0.058, 0.066, 0.072, 0.089, 0.044, 0.103, 0.104, 0.151, 0.089, 0.119, 0.160, 0.072, 0.045, 0.063, 0.093, 0.081, 0.065, 0.051, 0.122, 0.093, 0.136, 0.054, 0.113, 0.072, 0.060, 0.063], "homo_energy_ha": -0.2798, "energy_ev": -142432.7756, "relative_energy_kj_mol": 0.00, "lumo_ev": -0.878}

[3]
{"formula": "C3H9N5", "method": "wB97M-V/def2-TZVPD", "species": ["N", "N", "N", "N", "N", "C", "C", "C", "H", "H", "H", "H", "H", "H", "H", "H", "H"], "coordinates": [[0.4873, -1.1092, -0.5778], [-1.6275, 0.8356, -0.3226], [-1.6578, -0.4490, 0.3640], [0.5296, 1.6061, 0.2438], [1.5430, 0.8850, 0.2470], [1.7334, -0.4217, -0.2443], [-0.4441, -1.2751, 0.4292], [-0.6466, 1.7148, -0.3006], [-0.1490, -1.2526, 1.4668], [-0.7776, -2.3717, 0.3376], [-1.0027, 2.7225, -0.5648], [2.1933, 1.1355, 0.9231], [0.1684, -0.8947, -1.5222], [-2.5961, 1.1590, -0.5465], [2.5457, -0.4888, -1.0982], [2.2960, -1.0291, 0.5315], [-2.5952, -0.7667, 0.6338]], "nbo_charge": [-0.573, -0.234, -0.327, -0.023, -0.067, -0.169, -0.130, 0.213, 0.259, 0.297, 0.308, 0.444, 0.424, 0.487, 0.328, 0.300, 0.465], "homo_energy_ha": [-0.6869, -0.6985], "energy_ev": -10684.2181, "charge": 2, "relative_energy_kj_mol": 557.33, "lumo_ev": [-11.998, -11.665]}

[4]
{"formula": "C31H40ClMnN6OP", "method": "wB97M-V/def2-TZVPD", "species": ["Mn", "Cl", "P", "O", "N", "N", "N", "N", "N", "N", "C", "C", "C", "C", "C", "C", "C", "C", "C", "C", "C", "C", "C", "C", "C", "C", "C", "C", "C", "C", "C", "C", "C", "C", "C", "C", "C", "C", "C", "C", "C", "H", "H", "H", "H", "H", "H", "H", "H", "H", "H", "H", "H", "H", "H", "H", "H", "H", "H", "H", "H", "H", "H", "H", "H", "H", "H", "H", "H", "H", "H", "H", "H", "H", "H", "H", "H", "H", "H", "H", "H"], "coordinates": [[-0.2899, -0.3661, 0.1209], [2.1403, -0.6730, 6.9130], [-0.8956, -3.2811, -1.3058], [-0.6288, 0.3491, 1.8414], [-2.4433, -3.8083, -1.3114], [1.7286, -0.4808, 0.5946], [0.7269, 0.7284, -1.5566], [-0.0712, -4.3826, -0.3811], [-0.9345, -1.7738, -0.7856], [-0.0875, -3.3412, -2.7366], [-4.6709, -3.3583, -2.2196], [1.9657, -5.0757, 0.8049], [-0.7580, -2.4592, -4.9511], [2.7518, 0.3867, -2.8379], [1.3964, -4.7806, 2.2001], [0.0483, 0.1023, 5.3674], [1.3600, -0.3812, 5.3928], [-0.5935, 0.3498, 4.1775], [2.0235, -0.6024, 4.2146], [4.0478, -0.1887, -2.9139], [-0.1786, -3.6966, -5.6234], [0.4415, -4.5650, -3.3478], [-3.6088, -2.9077, -1.2319], [2.1677, 1.1212, -3.9002], [-2.7391, -5.2089, -1.6639], [3.8025, -1.0168, -0.6582], [-0.0380, -4.2508, 2.0904], [4.5529, -0.8822, -1.8544], [1.3755, -4.1336, -0.2297], [-0.0457, -2.1833, -3.6352], [0.0420, 0.1018, 2.9465], [0.9140, 1.6385, -3.7659], [-0.2376, -4.8862, -4.6728], [1.9987, 0.2346, -1.6671], [0.2142, 1.3992, -2.5606], [2.1860, -0.5411, 1.8014], [-4.1206, -5.5834, -1.1561], [-5.2049, -4.7498, -1.8519], [2.5618, -0.4573, -0.5547], [-0.7257, -4.8422, 0.8693], [1.3753, -0.3798, 2.9836], [3.0528, -4.9850, 0.7973], [-1.2815, -5.1531, -4.4897], [-0.8001, 1.7644, -2.4456], [0.3427, -5.3867, -2.6393], [2.0245, -4.0565, 2.7248], [1.0085, -1.9459, -3.8317], [-4.2882, -6.6496, -1.3100], [-4.2267, -3.3718, -3.2192], [-6.0704, -4.6584, -1.1942], [-0.7007, -3.9205, -6.5541], [-1.8257, -2.6042, -4.7541], [-0.6948, -5.9356, 0.9096], [-2.6927, -5.3436, -2.7498], [-0.4608, 0.2898, 6.3039], [3.0482, -0.9499, 4.2308], [-1.7758, -4.5546, 0.8364], [-1.9770, -5.8561, -1.2257], [1.7432, -6.1037, 0.5098], [0.8663, -3.5015, -5.8909], [-0.6091, -4.4822, 2.9901], [1.5482, -3.0989, 0.0865], [-0.4810, -1.3290, -3.1223], [2.7319, 1.2633, -4.8140], [-5.4799, -2.6278, -2.2500], [-0.0435, -3.1595, 1.9951], [-4.1458, -5.4190, -0.0759], [-0.6658, -1.5858, -5.6008], [-5.5556, -5.2603, -2.7500], [-4.0105, -2.9185, -0.2127], [5.5345, -1.3306, -1.9112], [1.5140, -4.4126, -3.5260], [1.8684, -4.2571, -1.1941], [4.2285, -1.5702, 0.1692], [1.4132, -5.6899, 2.8027], [3.2570, -0.6592, 1.9769], [-1.6046, 0.7307, 4.1629], [4.6217, -0.0692, -3.8233], [-3.2794, -1.8899, -1.4347], [0.4438, 2.2082, -4.5534], [0.2413, -5.7629, -5.1126]], "lowdin_charge": [0.926, 0.681, 0.606, -0.187, -0.210, 0.007, 0.042, -0.198, -0.221, -0.186, -0.177, -0.169, -0.176, -0.151, -0.180, -0.073, -0.668, 0.009, -0.063, -0.015, -0.197, -0.201, -0.198, 0.012, -0.197, 0.001, -0.170, -0.044, -0.207, -0.204, -0.328, -0.025, -0.177, -0.161, -0.100, -0.034, -0.174, -0.183, -0.199, -0.192, -0.139, 0.114, 0.100, 0.124, 0.111, 0.103, 0.122, 0.118, 0.109, 0.111, 0.114, 0.113, 0.125, 0.109, 0.115, 0.116, 0.105, 0.106, 0.118, 0.117, 0.119, 0.091, 0.081, 0.128, 0.115, 0.097, 0.113, 0.114, 0.111, 0.124, 0.115, 0.123, 0.103, 0.117, 0.112, 0.138, 0.125, 0.122, 0.093, 0.115, 0.119], "multiplicity": 5, "s2": 6.39, "homo_energy_ha": [-0.3801, -0.3890], "energy_ev": -96913.8209, "charge": 1, "relative_energy_kj_mol": 3.88, "lumo_ev": [-4.043, -3.409]}